DFT (ωB97M-V/def2-TZVPD) results for C4H12O2SiV as an isolated structure at a distorted geometry.

Results
HOMO   -13.5 eV
Maximum force   4.93 eV Å⁻¹
Charge   +1

CARTESIAN COORDINATES (ANGSTROEM)
C 0.846 -0.908 1.598
C 0.061 0.210 0.838
C 1.065 1.036 0.023
C -1.009 -0.449 -0.060
Si -2.742 0.216 0.487
H 1.787 -0.477 1.938
H 1.009 -1.719 0.892
H 0.256 -1.229 2.454
H -0.409 0.898 1.552
H 0.613 1.667 -0.746
H 1.833 0.347 -0.390
H 1.609 1.693 0.706
H -1.049 -1.519 0.156
H -0.880 -0.254 -1.128
H -2.618 1.683 0.598
H -3.781 -0.178 -0.487
H -3.081 -0.397 1.784
O 0.834 -1.136 -2.888
V 2.175 -0.132 -3.273
O 3.480 0.651 -4.054

DFT (ωB97M-V/def2-TZVPD) results for C20H63BO10Pd as an isolated structure at a distorted geometry.

Results
2S+1   4
HOMO (spin up / spin down)   -2.0 / -5.9 eV
<S²>   3.7545
Maximum force   4.45 eV Å⁻¹
Charge   -1

CARTESIAN COORDINATES (ANGSTROEM)
Pd 1.808 3.046 -2.343
B -0.304 3.123 -3.130
H -0.025 3.766 -2.310
H 0.082 3.529 -4.052
H 0.028 2.107 -2.985
H -1.383 3.133 -3.138
C 0.305 -0.248 0.507
C 0.693 1.244 0.251
O 1.521 1.408 -0.879
H -0.407 -0.293 1.331
H 1.121 -0.822 0.945
H -0.091 -0.773 -0.363
H 1.303 1.628 1.069
H -0.162 1.915 0.171
C -2.435 -3.238 -0.047
C -2.712 -3.989 1.190
O -2.523 -5.347 0.998
H -1.439 -3.455 -0.432
H -2.484 -2.169 0.159
H -3.082 -3.500 -0.884
H -3.728 -3.720 1.477
H -2.178 -3.585 2.050
H -2.765 -5.762 1.829
C 0.788 -3.771 1.191
C 1.876 -3.599 2.232
O 1.319 -3.937 3.482
H 1.229 -3.619 0.206
H -0.033 -3.087 1.406
H 0.391 -4.786 1.205
H 2.314 -2.601 2.200
H 2.678 -4.331 2.136
H 0.609 -3.313 3.652
C -2.262 3.887 0.575
C -1.350 4.636 1.553
O -1.525 5.977 1.303
H -3.296 4.174 0.766
H -2.192 2.804 0.675
H -1.981 4.103 -0.455
H -0.300 4.375 1.422
H -1.649 4.424 2.580
H -1.205 6.162 0.417
C 2.340 0.282 -6.138
C 3.057 1.181 -5.100
O 2.260 1.510 -3.954
H 2.101 -0.647 -5.620
H 3.003 0.023 -6.964
H 1.444 0.804 -6.474
H 3.264 2.127 -5.599
H 4.013 0.764 -4.781
H 2.066 0.647 -3.581
C 0.943 1.099 4.201
C -0.324 1.456 4.979
O -0.255 2.825 5.455
H 1.798 1.090 4.876
H 1.015 1.760 3.337
H 0.880 0.120 3.726
H -0.417 0.780 5.829
H -1.229 1.386 4.375
H -1.088 3.105 5.843
C -3.583 0.761 2.108
C -3.809 -0.674 2.617
O -3.267 -0.765 3.903
H -4.199 0.930 1.224
H -2.520 0.983 2.015
H -3.988 1.509 2.790
H -3.350 -1.417 1.965
H -4.874 -0.894 2.558
H -3.653 -1.545 4.309
C 2.394 -2.747 -3.382
C 2.458 -1.527 -2.416
O 1.325 -0.744 -2.693
H 1.536 -3.393 -3.199
H 3.320 -3.321 -3.347
H 2.396 -2.387 -4.411
H 3.356 -0.915 -2.499
H 2.385 -1.929 -1.406
H 1.265 -0.154 -1.937
C 4.510 -0.734 0.767
C 4.400 0.656 1.425
O 4.130 1.561 0.406
H 3.553 -1.026 0.335
H 4.806 -1.535 1.445
H 5.230 -0.591 -0.039
H 5.338 0.900 1.923
H 3.647 0.665 2.213
H 3.239 1.471 0.060
C -3.791 -0.540 -2.226
C -2.506 0.253 -1.888
O -2.805 1.585 -2.114
H -3.667 -1.618 -2.327
H -4.132 -0.267 -3.224
H -4.641 -0.318 -1.580
H -1.662 -0.104 -2.477
H -2.266 0.069 -0.840
H -1.996 1.996 -2.427

DFT (ωB97M-V/def2-TZVPD) results for a 6-piece molecular cluster, C12H38N2O8 overall at a distorted geometry.

Results
HOMO   -8.4 eV
SMILES   COCCNCCOC.COCCNCCOC.O.O.O.O
Maximum force   2.63 eV Å⁻¹
Energy above the lowest of the compared OMol25 structures with the same formula, charge and spin   80.53 kJ/mol

CARTESIAN COORDINATES (ANGSTROEM)
C 3.418 1.426 1.775
O 2.537 0.398 1.533
C 1.930 -0.029 2.688
C 0.812 -1.021 2.418
N -0.284 -0.548 1.510
C -1.365 -1.517 1.365
C -2.424 -0.935 0.447
O -3.577 -1.757 0.240
C -4.605 -0.903 -0.435
H 2.972 2.242 2.344
H 3.783 1.882 0.854
H 4.279 1.027 2.310
H 1.477 0.852 3.142
H 2.641 -0.438 3.407
H 0.398 -1.343 3.374
H 1.359 -1.903 2.082
H 0.155 -0.271 0.644
H -1.740 -1.703 2.371
H -1.054 -2.488 0.979
H -2.043 -0.649 -0.534
H -2.687 0.033 0.873
H -5.174 -0.327 0.295
H -5.357 -1.499 -0.953
H -4.277 -0.307 -1.287
C 0.638 1.855 -1.268
O 0.366 0.439 -1.259
C 1.332 -0.291 -2.043
C 1.270 -1.800 -1.698
N 0.111 -2.561 -2.269
C 0.011 -3.909 -1.822
C -1.308 -4.439 -2.357
O -2.362 -3.809 -1.605
C -3.662 -4.066 -1.994
H 0.756 2.472 -2.159
H 1.539 2.067 -0.693
H -0.151 2.257 -0.632
H 2.308 0.109 -1.769
H 1.150 -0.254 -3.117
H 1.444 -1.918 -0.629
H 2.120 -2.206 -2.245
H -0.757 -2.067 -2.116
H -0.055 -3.949 -0.735
H 0.874 -4.502 -2.123
H -1.342 -5.523 -2.250
H -1.395 -4.324 -3.438
H -3.793 -3.587 -2.965
H -4.353 -3.666 -1.252
H -3.965 -5.102 -2.142
O 0.945 6.897 -0.069
H 1.096 7.589 -0.713
H 0.754 7.364 0.744
O -0.866 2.930 1.555
H -0.592 2.043 1.322
H -0.200 3.496 1.167
O 3.823 4.746 1.910
H 3.567 4.480 2.793
H 4.780 4.764 1.933
O 1.360 4.432 0.777
H 1.199 5.321 0.461
H 2.185 4.494 1.258

DFT (ωB97M-V/def2-TZVPD) results for an isolated molecule of C5H15N3.

Results
HOMO   -8.9 eV
SMILES   CN[C@H](C)C(C)(N)N
Maximum force   0.43 eV Å⁻¹
Energy above the lowest of the compared OMol25 structures with the same formula, charge and spin   36.30 kJ/mol

CARTESIAN COORDINATES (ANGSTROEM)
C 2.542 0.039 -0.930
N 1.197 -0.446 -0.687
C 0.385 0.417 0.167
C 0.923 0.384 1.597
C -1.090 -0.066 0.115
C -1.686 0.128 -1.292
N -1.120 -1.462 0.549
N -1.880 0.759 1.015
H 2.992 -0.564 -1.718
H 3.145 -0.078 -0.031
H 2.571 1.096 -1.234
H 0.735 -0.537 -1.586
H 0.399 1.464 -0.186
H 1.976 0.649 1.610
H 0.802 -0.612 2.011
H 0.390 1.104 2.210
H -1.213 -0.522 -2.024
H -1.578 1.164 -1.602
H -2.749 -0.112 -1.270
H -0.302 -1.946 0.198
H -1.951 -1.931 0.204
H -1.627 0.545 1.972
H -2.863 0.528 0.912

DFT (ωB97M-V/def2-TZVPD) results for C44H60CaClN3O8 as an isolated structure at a distorted geometry.

Results
HOMO   -2.4 eV
Maximum force   1.76 eV Å⁻¹
Energy above the lowest of the compared OMol25 structures with the same formula, charge and spin   120.79 kJ/mol
Charge   -2

CARTESIAN COORDINATES (ANGSTROEM)
Ca 0.047 0.712 0.167
C 0.742 0.826 3.829
N 0.772 -0.150 2.765
C 2.137 -0.582 2.476
C -0.101 -1.300 3.037
C -0.827 -1.797 1.797
N -1.581 -0.741 1.079
C -2.568 -0.020 1.902
C -2.920 1.423 1.550
C -4.266 1.739 1.421
C -4.710 3.050 1.302
C -3.739 4.048 1.383
C -2.381 3.799 1.517
C -1.939 2.449 1.530
O -0.668 2.144 1.557
C -1.365 4.934 1.653
C -0.401 4.962 0.461
C -0.562 4.746 2.949
C -2.044 6.302 1.730
C -6.175 3.414 1.072
C -7.090 2.199 1.187
C -6.331 3.991 -0.342
C -6.642 4.458 2.093
C -2.212 -1.399 -0.099
C -3.106 -0.560 -0.993
C -4.370 -1.035 -1.293
C -5.216 -0.393 -2.197
C -4.731 0.763 -2.799
C -3.460 1.285 -2.555
C -2.632 0.626 -1.615
O -1.452 1.077 -1.303
C -2.995 2.590 -3.207
C -1.656 2.411 -3.938
C -2.833 3.655 -2.117
C -4.010 3.105 -4.227
C -6.587 -0.992 -2.511
C -6.411 -2.396 -3.103
C -7.368 -0.148 -3.516
C -7.429 -1.099 -1.234
H 1.090 0.403 4.790
H -0.266 1.223 3.947
H 1.388 1.664 3.568
H 2.633 -0.975 3.382
H 2.714 0.261 2.099
H 2.138 -1.381 1.734
H -0.812 -1.011 3.815
H 0.478 -2.143 3.440
H -1.510 -2.624 2.060
H -0.080 -2.226 1.120
H -2.183 0.006 2.921
H -3.498 -0.609 1.929
H -4.969 0.915 1.393
H -4.066 5.081 1.319
H 0.114 4.013 0.332
H 0.354 5.740 0.615
H -0.938 5.188 -0.462
H 0.005 3.819 2.928
H -1.232 4.720 3.814
H 0.129 5.586 3.076
H -2.570 6.552 0.806
H -1.276 7.064 1.887
H -2.758 6.368 2.554
H -6.847 1.445 0.440
H -8.128 2.505 1.030
H -7.021 1.727 2.169
H -6.050 3.246 -1.090
H -5.682 4.857 -0.483
H -7.364 4.302 -0.531
H -6.472 4.106 3.113
H -7.710 4.660 1.970
H -6.109 5.403 1.978
H -2.822 -2.238 0.277
H -1.401 -1.836 -0.690
H -4.687 -1.953 -0.803
H -5.361 1.284 -3.508
H -0.856 2.129 -3.260
H -1.386 3.351 -4.430
H -1.733 1.644 -4.712
H -2.115 3.333 -1.368
H -3.783 3.841 -1.613
H -2.478 4.596 -2.551
H -4.226 2.370 -5.007
H -3.600 3.995 -4.711
H -4.956 3.390 -3.759
H -5.802 -2.358 -4.007
H -7.382 -2.835 -3.355
H -5.911 -3.065 -2.401
H -6.849 -0.069 -4.473
H -7.543 0.865 -3.148
H -8.343 -0.610 -3.700
H -6.932 -1.707 -0.477
H -8.401 -1.554 -1.449
H -7.602 -0.113 -0.803
O 1.314 2.518 -1.536
Cl 2.410 1.709 -1.000
O 3.626 1.867 -1.721
O 2.536 2.036 0.424
O 1.946 0.281 -1.057
O 3.129 -4.586 0.097
C 2.154 -3.819 -0.009
O 1.502 -3.252 0.884
C 1.687 -3.585 -1.470
C 2.211 -4.467 -2.468
C 1.753 -4.392 -3.738
C 0.788 -3.406 -4.073
C 0.233 -3.271 -5.369
C -0.692 -2.300 -5.627
C -1.077 -1.399 -4.606
C -0.536 -1.501 -3.357
C 0.384 -2.534 -3.049
N 0.815 -2.653 -1.749
H 2.952 -5.183 -2.143
H 2.104 -5.074 -4.507
H 0.551 -3.954 -6.149
H -1.123 -2.208 -6.617
H -1.800 -0.621 -4.810
H -0.782 -0.788 -2.581